A 2-piece molecular cluster, C3H10OS overall. Source: OMol25; level of theory: ωB97M-V with the def2-TZVPD basis set.

Computed properties:
Spin multiplicity   2
Total charge   +1
LUMO (spin up / spin down)   -4.18 / -9.21 eV
Energy relative to the best compared isomer or geometry (same formula, charge and spin)   29.4 kcal/mol

```
15
Properties=species:S:1:pos:R:3:forces:R:3
C -2.3342 -0.2491 -3.2713 -0.1 0.2 0.7
O -2.8435 0.2767 -2.0387 -0.3 0.1 -0.1
H -1.6310 0.4693 -3.7042 -0.3 -0.1 -0.4
H -1.7813 -1.1344 -2.9928 0.2 -0.3 -0.1
H -3.1370 -0.5594 -3.9419 0.2 0.2 -0.2
H -3.6523 0.7787 -2.2090 0.3 -0.1 0.0
C 1.3043 0.4848 2.7965 0.2 -0.5 -0.1
C 1.4738 -0.3683 1.5103 -0.7 0.4 -0.5
S 3.1102 -1.0003 1.3628 -0.1 -0.4 0.0
H 2.1987 1.0409 3.0596 0.0 0.2 0.0
H 1.0488 -0.1794 3.6071 0.0 -0.1 0.3
H 0.4814 1.1621 2.6420 -0.2 0.3 -0.1
H 0.7262 -1.1651 1.4150 0.5 -0.1 0.3
H 1.3343 0.2572 0.6173 0.1 0.1 0.1
H 3.7017 0.1865 1.1473 0.2 0.2 0.0
```
Positions in Å, forces in eV/Å.